Entry from OMol25: a structure of composition C3H11N3O2 in a non-equilibrium geometry (wB97M-V/def2-TZVPD).

frontier orbital gap = 9.1 eV
highest occupied orbital energy = -8.34 eV
total charge = 0
F_max = 1.9 eV Å⁻¹

Element x y z (Å)
C1 -1.25165 -1.83613 0.76779
C2 0.35389 -0.34278 -1.81824
N1 -0.56197 -0.54937 0.79298
C3 0.57469 0.23452 -0.45125
O1 0.05999 -0.34862 2.05087
N2 1.69096 0.50782 0.10808
H1 1.01705 -0.27086 1.79859
H2 2.48596 0.54698 -0.51551
H3 -1.76668 -1.93727 -0.18449
H4 -0.52796 -2.63738 0.91237
H5 -1.98226 -1.84967 1.57696
H6 -0.65001 -0.14318 -2.18479
H7 1.07613 0.09390 -2.50569
H8 0.51596 -1.42359 -1.80209
N3 -0.16515 2.66112 0.36018
O2 -0.58633 1.54502 -0.39746
H9 -1.18195 0.31451 0.58234
H10 0.38766 2.29385 1.14502
H11 0.51167 3.14113 -0.23564